Entry 1:
Here is C20H33CrNO4 as an isolated structure from the Open Molecules 2025 dataset. Energies are from ωB97M-V/def2-TZVPD.

```
59
Properties=species:S:1:pos:R:3:forces:R:3
Cr -0.225 0.873 0.432 0.400 -0.331 0.205
C 1.873 -0.521 -1.792 -0.047 0.022 -0.024
C 2.653 0.432 -0.910 0.065 -0.039 -0.104
O 2.102 0.463 0.404 -0.040 0.000 0.006
C 2.521 -0.589 1.259 0.063 -0.048 0.073
C 1.527 -0.629 2.398 0.048 0.022 -0.035
O 0.214 -0.811 1.880 -0.166 -0.014 -0.005
C -0.160 -2.165 1.644 -0.046 -0.062 0.020
C -1.498 -2.158 0.930 0.041 0.031 -0.006
O -1.442 -1.405 -0.264 0.055 -0.037 -0.021
C -0.846 -2.049 -1.375 -0.034 -0.002 0.009
C -0.424 -0.959 -2.337 0.000 0.007 0.028
O 0.528 -0.095 -1.733 0.089 -0.017 -0.052
H 1.974 -1.557 -1.441 0.002 0.011 -0.008
H 2.250 -0.473 -2.821 0.018 -0.010 0.042
H 2.560 1.448 -1.294 -0.020 -0.004 0.009
H 3.711 0.155 -0.878 -0.034 0.028 0.012
H 3.530 -0.395 1.641 -0.035 0.018 -0.045
H 2.538 -1.543 0.719 -0.009 0.021 0.014
H 1.515 0.337 2.905 0.007 -0.036 0.021
H 1.772 -1.414 3.120 0.003 0.022 -0.044
H -0.255 -2.692 2.600 0.021 0.023 -0.025
H 0.609 -2.672 1.050 -0.018 0.020 -0.002
H -2.241 -1.662 1.556 0.001 -0.007 -0.009
H -1.824 -3.187 0.740 0.014 0.008 0.026
H -1.565 -2.721 -1.860 0.021 0.017 0.018
H 0.020 -2.648 -1.067 -0.005 0.002 -0.007
H -1.284 -0.332 -2.574 0.006 0.001 0.007
H -0.026 -1.387 -3.262 -0.012 -0.004 0.004
C -0.607 3.237 -2.675 -0.035 -0.075 0.032
C -0.666 4.368 -1.646 0.013 0.055 -0.027
C 0.618 4.432 -0.816 0.005 -0.072 0.054
C -1.919 4.319 -0.793 0.007 0.136 -0.090
C -2.803 5.383 -0.863 -0.043 0.016 0.018
C -3.981 5.423 -0.127 0.055 -0.065 0.000
C -4.266 4.337 0.691 -0.034 0.026 -0.027
C -3.421 3.244 0.799 -0.180 0.045 0.071
C -3.834 2.105 1.710 -0.056 0.002 0.048
C -4.015 0.780 0.966 0.069 -0.023 -0.067
C -2.907 1.945 2.917 0.101 -0.014 -0.031
C -2.200 3.213 0.064 0.114 -0.077 -0.024
N -1.358 2.177 0.164 -0.272 0.245 -0.092
H 0.298 3.316 -3.284 0.028 0.006 -0.030
H -1.472 3.280 -3.340 -0.015 -0.003 -0.024
H -0.611 2.268 -2.172 0.013 0.062 -0.053
H -0.727 5.306 -2.211 0.025 -0.015 0.015
H 0.721 3.534 -0.200 0.006 0.087 -0.055
H 0.600 5.295 -0.149 0.013 0.020 0.017
H 1.493 4.520 -1.468 0.027 0.004 -0.010
H -2.560 6.212 -1.521 0.008 -0.005 -0.003
H -4.656 6.265 -0.195 -0.013 0.016 -0.002
H -5.187 4.335 1.268 0.012 -0.007 0.002
H -4.820 2.381 2.102 0.028 -0.013 0.018
H -3.085 0.483 0.475 -0.115 0.023 0.048
H -4.783 0.876 0.196 -0.020 -0.010 -0.017
H -4.325 -0.009 1.659 -0.028 -0.020 0.019
H -1.894 1.690 2.593 -0.097 0.026 0.041
H -3.273 1.159 3.583 -0.013 -0.028 0.032
H -2.854 2.877 3.482 0.008 0.015 0.030
```
Positions in Å, forces in eV/Å.

## Properties
energy relative to the best compared isomer or geometry (same formula, charge and spin): 0.000 eV
2S+1: 5
HOMO (alpha / beta): -4.6 / -5.5 eV

---

Entry 2:
Here is C7H14NOS as an isolated structure in a non-equilibrium geometry from the Open Molecules 2025 dataset. Energies are from ωB97M-V/def2-TZVPD.

```
24
Properties=species:S:1:pos:R:3:forces:R:3
C -2.915 0.825 0.044 2.723 -0.397 -1.939
C -1.800 1.196 -0.609 -0.859 -0.886 -0.272
C 1.215 0.513 1.025 0.847 0.314 1.532
C -0.027 0.318 1.982 2.881 -2.539 0.090
C -0.103 -1.000 -0.293 -2.783 1.788 -0.084
C 2.215 -1.468 0.053 3.535 0.655 -1.052
C -1.030 0.239 -1.429 0.056 -3.633 2.721
N 1.222 -0.385 -0.163 0.422 -0.656 0.150
O 0.086 0.702 -2.063 -1.375 2.980 -3.782
S -0.645 -1.312 1.429 -0.315 0.270 -1.043
H -3.445 1.652 0.354 -1.773 0.924 1.386
H -3.164 -0.227 0.027 -0.611 0.215 0.421
H -1.511 2.216 -0.750 0.088 0.685 0.279
H 1.313 1.503 0.713 -0.532 1.813 -0.942
H 2.222 0.409 1.484 -0.949 -0.526 0.275
H 0.342 0.169 3.039 -0.547 0.386 -1.164
H -0.777 1.036 1.893 -0.898 1.284 -0.163
H -0.030 -1.893 -0.864 -0.061 -0.770 -0.374
H 2.188 -2.036 0.928 -0.961 0.136 2.125
H 2.092 -2.226 -0.624 -0.839 -1.596 -2.350
H 3.356 -1.306 -0.079 -1.997 1.126 0.169
H -1.709 -0.293 -2.160 0.845 -0.059 1.078
H 1.278 0.127 -1.099 0.758 -0.245 1.070
H -0.372 1.241 -2.840 2.345 -1.271 1.869
```
Positions in Å, forces in eV/Å.

## Properties
energy relative to the best compared isomer or geometry (same formula, charge and spin): 2.195 eV
2S+1: 1
charge: +1
HOMO: -12.8 eV

---

Q: 2S+1 of number 1 (C20H33CrNO4)?
A: 5